Record 1
Density functional theory data (ωB97M-V with the def2-TZVPD basis set) for a structure of composition C43H39AsF2N2O2STeTl at a distorted geometry.

The calculation puts the LUMO energy at 2.0 eV. Its HOMO-LUMO gap is 0.19652 Ha. Its charge is -1. The calculation puts the energy relative to the best compared isomer or geometry (same formula, charge and spin) at 88.08 kcal/mol. The spin multiplicity is 1.

Geometry as XYZ:
```
92
Properties=species:S:1:pos:R:3:forces:R:3
Tl 1.624457 -0.422315 -0.177220 -0.4 1.1 0.6
F 7.103200 0.205644 -1.097389 0.5 0.3 -1.0
C 6.168785 0.091340 -0.142741 -0.3 -0.4 -1.0
C 4.828804 -0.063887 -0.468669 1.4 0.0 0.6
C 3.981268 -0.274622 0.580019 -2.5 -0.5 -0.5
C 4.352272 -0.336461 1.889986 2.5 1.0 1.2
C 5.729489 -0.138677 2.131938 -0.5 -0.2 -0.4
F 6.261945 -0.173825 3.370412 0.0 -0.1 0.9
C 6.659036 0.028145 1.127803 0.1 0.1 1.3
C 3.411559 -0.398221 3.022378 -1.7 -1.7 -0.1
C 3.376420 0.707404 4.025081 0.0 0.3 -0.6
C 2.285248 0.639033 5.111628 0.0 1.6 0.1
C 1.393260 -0.527197 5.010296 0.0 -0.9 -0.9
C 1.623855 -1.448424 4.038749 -2.2 0.3 2.1
N 2.537878 -1.375523 3.031305 2.3 1.0 -1.2
H 4.459286 -0.102311 -1.480588 0.2 0.2 -0.4
H 7.714991 0.106635 1.414527 -0.5 0.0 -0.5
H 4.375613 0.908453 4.401098 0.1 -0.2 0.1
H 2.692704 0.758157 6.112963 0.1 -0.4 0.3
H 0.566063 -0.615936 5.715135 0.2 -0.2 -0.2
H 0.982215 -2.346479 4.008120 0.3 0.5 0.0
C -4.202718 5.070226 0.457939 0.8 0.2 0.2
C -3.298267 3.868091 0.279333 -0.7 -1.0 -0.5
C -3.865003 2.646441 -0.198031 0.5 1.4 0.3
C -3.129454 1.502270 -0.407351 1.4 0.0 0.2
C -3.637414 0.284753 -1.071791 0.9 -0.5 0.2
O -2.994935 -0.349675 -1.905085 -0.4 0.6 0.4
C -4.973457 -0.231807 -0.657614 -0.6 -0.5 0.0
C -5.579212 -1.193329 -1.459153 -0.1 -0.4 -0.8
C -6.910269 -1.547947 -1.286475 -0.3 -0.5 0.3
C -7.638792 -1.007036 -0.211705 1.2 0.0 -0.6
C -6.983587 -0.156202 0.684418 -0.5 -0.7 -0.4
C -5.654378 0.179327 0.480645 -0.1 0.7 0.1
C -1.734122 1.483415 0.059216 -0.1 -0.9 0.2
O -1.094267 0.407307 0.249509 -0.4 0.5 -0.2
C -1.147037 2.745934 0.391569 -0.4 0.3 -0.1
C -1.923621 3.880979 0.507261 0.0 0.9 0.3
C 0.331192 2.759929 0.568892 -0.4 -0.1 0.1
N 1.118755 2.938126 -0.405790 0.6 0.2 -0.7
C 0.597968 3.256885 -1.757676 0.3 0.2 0.6
C 0.458208 2.013079 -2.624245 0.3 0.0 -0.3
Te 0.163168 2.510121 -4.756407 0.2 -0.2 0.9
C -0.140370 0.451875 -5.059850 -0.8 -0.5 -0.1
C 0.921989 -0.423012 -5.311475 -0.1 0.2 -0.2
C 0.682612 -1.785628 -5.442919 -0.7 -0.2 0.2
C -0.630008 -2.283191 -5.280956 0.8 0.1 0.0
C -1.705323 -1.399322 -5.057718 0.4 -0.6 0.4
C -1.467741 -0.035469 -4.912070 1.4 -0.1 -0.5
C 0.891132 2.514375 1.940361 1.1 -0.8 0.3
C 2.211935 2.264884 2.143751 -0.9 0.2 -0.8
C 2.796050 2.086282 3.491729 0.4 -0.1 1.0
C 1.793567 2.108076 4.681048 0.1 -0.5 0.0
C 0.357843 2.367249 4.358807 0.8 -0.5 -1.1
C -0.038239 2.466828 3.085537 -0.6 0.0 0.2
H -4.547628 5.481599 -0.483001 0.0 0.1 -0.4
H -3.743316 5.900624 1.026510 0.0 -0.5 -0.3
H -5.079463 4.780361 1.002174 -0.6 -0.1 0.4
H -4.910037 2.649378 -0.445159 -0.5 0.0 -0.2
H -4.972740 -1.684842 -2.232605 -0.3 0.5 0.2
H -7.377349 -2.298199 -1.960825 0.4 0.7 0.6
H -8.653197 -1.315274 -0.093352 -0.6 0.1 0.3
H -7.532357 0.237634 1.528419 0.1 0.0 0.1
H -5.158122 0.813143 1.204196 0.0 0.1 -0.1
H -1.469656 4.852445 0.816219 -0.2 -0.8 -0.2
H 1.354792 3.914243 -2.216121 -0.2 -0.1 0.2
H -0.343039 3.825803 -1.671488 0.2 -0.3 -0.3
H -0.373099 1.371180 -2.332195 -0.1 0.1 0.0
H 1.373140 1.389649 -2.624031 -0.4 0.5 0.1
H 1.949873 -0.056038 -5.405744 -0.5 0.0 0.0
H 1.536125 -2.444755 -5.645397 -0.5 0.1 0.2
H -0.724330 -3.384694 -5.245241 -0.4 0.8 -0.3
H -2.709430 -1.802716 -4.900464 0.3 0.2 -0.1
H -2.245133 0.672559 -4.667046 -0.2 -0.1 0.0
H 2.879998 2.239412 1.285156 -0.1 0.1 0.1
H 3.604734 2.800010 3.688449 -0.2 0.3 -0.5
H 2.139955 2.816037 5.421835 0.0 0.2 0.4
H -0.332769 2.409144 5.166191 -0.6 -0.1 0.5
H -1.106114 2.485865 2.849169 0.3 0.3 0.1
C 0.942945 -4.513518 1.000130 0.7 -0.6 -0.2
As 1.541343 -4.589501 -0.862302 0.2 2.3 -1.4
C 0.236786 -5.306898 -2.159981 0.5 -0.2 0.6
C 3.112500 -5.690972 -1.102489 -0.1 -0.9 0.8
S 2.075705 -2.647133 -1.652323 -0.1 -2.1 -0.2
H 1.295838 -5.419079 1.503867 -0.4 0.0 -0.1
H -0.137465 -4.420946 1.027710 0.0 0.1 0.1
H 1.467173 -3.686022 1.484223 -0.2 0.2 -0.3
H 0.405965 -6.389673 -2.202869 -0.2 0.2 -0.2
H 0.508715 -4.796710 -3.098894 -0.2 -0.3 0.5
H -0.788332 -5.089424 -1.863652 0.1 0.1 -0.1
H 3.274463 -6.195863 -0.124073 0.3 0.3 -0.6
H 3.958229 -5.028187 -1.392064 -0.7 -0.7 0.1
H 2.840752 -6.493420 -1.821483 0.5 0.7 0.2
```
Positions in Å, forces in eV/Å.

---

Record 2
Density functional theory data (ωB97M-V with the def2-TZVPD basis set) for a structure of composition ClH2Li3O.

The calculation puts the LUMO energy at -8.3 eV. Its HOMO-LUMO gap is 0.34675 Ha. Its charge is +2. The calculation puts the energy relative to the best compared isomer or geometry (same formula, charge and spin) at 0.00 kcal/mol. The spin multiplicity is 1.

Geometry as XYZ:
```
7
Properties=species:S:1:pos:R:3:forces:R:3
Li -0.132450 -3.042153 -0.803305 0.0 0.1 -0.1
Li -0.958355 -0.837047 2.043129 -0.1 0.2 0.0
Li -1.553769 0.261808 -2.487397 0.0 0.1 0.2
Cl -0.963034 -0.845860 -0.318936 0.0 -0.5 -0.1
O 1.400799 1.609984 0.237466 0.2 -0.1 -0.3
H 1.643652 1.699996 1.163445 -0.1 0.1 0.0
H 0.563156 1.153272 0.165598 -0.1 0.0 0.3
```
Positions in Å, forces in eV/Å.

---

Record 3
Density functional theory data (ωB97M-V with the def2-TZVPD basis set) for the molecule C8H9N3OS at a distorted geometry.

The calculation puts the LUMO energy (alpha / beta) at -1.5 / -1.1 eV. Its HOMO-LUMO gap (alpha / beta) is 0.22697 / 0.24542 Ha. Its charge is 0. The calculation puts the energy relative to the best compared isomer or geometry (same formula, charge and spin) at 111.40 kcal/mol. The spin multiplicity is 1.

Geometry as XYZ:
```
22
Properties=species:S:1:pos:R:3:forces:R:3
C -1.693825 0.985427 0.662444 0.1 -0.2 -1.2
C 0.498139 1.010891 0.477301 -1.5 -1.3 -0.7
C -0.637115 0.305355 -0.009196 0.7 3.3 2.3
C -1.665664 -1.110246 -1.490975 -1.6 3.0 -0.3
C -1.659947 -2.223443 -2.199662 1.4 -4.0 -1.7
C 2.100718 -3.476319 -1.536326 0.4 -0.1 0.0
C 0.846674 -2.898793 -1.318595 -1.9 1.9 1.2
C 0.802184 2.982529 1.924665 2.5 0.5 2.2
N -1.282170 1.962335 1.407133 0.5 1.0 0.4
N 0.064038 1.994264 1.267538 0.0 -1.4 -1.0
N -0.595111 -0.680103 -0.865466 -0.4 -1.1 -0.4
O 3.158911 -3.062476 -1.076744 -0.2 -0.4 -0.2
S -0.457380 -3.456425 -2.255444 0.4 0.7 0.3
H -2.719848 0.928078 0.446717 -1.2 -0.5 0.2
H 1.477918 0.670142 0.280156 1.1 0.5 0.1
H -2.610350 -0.506249 -1.716366 1.2 -0.2 1.0
H -2.356940 -2.534878 -2.942891 -1.1 0.3 0.0
H 1.974626 -4.314599 -2.233866 1.0 -0.5 -0.2
H 0.558295 -1.961060 -0.698908 1.1 -1.9 -1.2
H 0.205746 3.185130 2.820528 0.6 0.4 0.0
H 1.891727 2.712985 2.171187 -1.8 -0.7 0.1
H 1.081615 3.875192 1.401352 -1.1 0.7 -0.9
```
Positions in Å, forces in eV/Å.

---

Record 4
Density functional theory data (ωB97M-V with the def2-TZVPD basis set) for a structure of composition C22H34KN6O2 at a distorted geometry.

The calculation puts the LUMO energy at 2.5 eV. Its HOMO-LUMO gap is 0.23652 Ha. Its charge is -1. The calculation puts the energy relative to the best compared isomer or geometry (same formula, charge and spin) at 23.61 kcal/mol. The spin multiplicity is 1.

Geometry as XYZ:
```
65
Properties=species:S:1:pos:R:3:forces:R:3
K 0.741733 -0.151865 0.550127 -0.1 -0.1 -0.9
N 3.289327 -0.064231 -1.288726 0.0 0.2 -0.1
C 3.813586 -0.258894 -2.632145 -0.1 -0.2 0.2
C 2.688961 -0.128430 -3.666613 -0.2 0.0 -0.1
N 1.402644 -0.756499 -3.411316 0.2 -0.1 0.0
C 1.335926 -2.208058 -3.405683 -0.1 0.0 -0.1
C 1.831373 -2.952499 -2.162867 0.3 0.2 0.3
N 1.267685 -2.387106 -0.953243 -0.2 -0.2 0.0
H 3.999732 0.022267 -0.575504 0.1 0.0 -0.1
H 2.671889 0.741372 -1.248536 0.1 0.1 0.0
H 4.589750 0.456798 -2.935698 0.1 0.1 0.0
H 4.271313 -1.252222 -2.683528 0.0 0.0 0.0
H 2.490794 0.938643 -3.806389 0.0 0.0 0.1
H 3.071413 -0.490454 -4.626952 0.0 0.0 0.0
H 0.987860 -0.385145 -2.563625 0.0 0.0 0.0
H 0.288254 -2.489796 -3.564681 0.0 0.1 0.0
H 1.875404 -2.589779 -4.279958 0.0 0.0 0.0
H 1.615841 -4.020381 -2.307845 0.0 -0.1 0.0
H 2.918330 -2.862094 -2.085425 -0.1 0.0 0.0
H 0.278952 -2.561990 -0.816844 0.0 -0.1 -0.1
H 1.764706 -2.611286 -0.097579 0.0 0.0 -0.1
C -4.078022 0.871278 -0.472165 -0.3 0.1 -0.1
C -2.837725 0.053106 -0.303870 0.0 -0.9 0.1
N -1.656807 0.524188 -0.210711 0.0 0.7 -0.3
N -1.531992 1.899591 -0.178715 0.3 -0.3 -0.2
C -0.312412 2.332950 -0.510950 -0.1 0.5 0.0
O 0.682978 1.711559 -0.961131 -0.4 0.5 -0.5
C -0.137736 3.832279 -0.289467 0.0 -0.2 -0.1
C 1.147691 4.355298 -0.366850 0.1 0.2 0.0
C 1.380123 5.710754 -0.160073 -0.1 -0.1 0.0
C 0.319184 6.564922 0.113339 0.0 -0.1 0.0
C -0.970447 6.047774 0.186833 0.0 -0.1 0.0
C -1.196274 4.690501 -0.008705 0.0 0.1 0.1
C -2.970090 -1.449143 -0.169272 0.1 0.9 0.0
C -4.233175 -2.029707 -0.185420 -0.2 -0.3 0.0
C -4.360591 -3.393522 0.036275 -0.2 0.2 -0.1
C -3.228838 -4.144780 0.273922 0.2 0.0 0.0
C -2.006677 -3.484276 0.258074 0.1 0.2 -0.1
N -1.868028 -2.180605 0.031872 0.0 -0.2 0.0
H -3.817793 1.924650 -0.443599 0.0 0.0 0.0
H -4.811229 0.664968 0.313030 0.1 0.0 0.0
H -4.567415 0.657143 -1.428475 0.0 0.0 0.0
H 1.959165 3.676897 -0.594535 0.0 0.0 0.0
H 2.390993 6.096436 -0.213206 0.0 0.0 0.0
H 0.493360 7.623466 0.267984 0.0 0.0 0.0
H -1.806859 6.701838 0.401921 0.0 0.0 0.0
H -2.192148 4.273679 0.062903 0.0 0.0 0.0
H -5.106423 -1.417809 -0.359806 0.0 -0.1 0.0
H -5.340722 -3.853813 0.031838 0.0 0.0 0.0
H -3.275905 -5.207486 0.470380 0.0 0.0 0.0
H -1.085694 -4.033455 0.438563 0.0 0.0 0.0
C -0.565951 -1.729150 3.325480 -0.1 0.0 0.0
C 0.815157 -1.032235 3.375263 0.0 0.0 -0.4
C 0.546683 0.500705 3.513159 0.0 -0.2 0.0
C 1.536776 -1.490711 4.648718 0.2 -0.1 0.2
O 1.558508 -1.324029 2.253646 0.4 -0.9 1.8
H -1.182861 -1.479057 4.199644 0.0 -0.1 -0.1
H -0.417691 -2.814518 3.294353 0.0 0.1 0.0
H -1.117750 -1.442876 2.419847 0.1 0.0 0.2
H -0.021399 0.720201 4.424150 0.1 0.1 0.0
H -0.039950 0.894847 2.671086 0.0 0.0 0.2
H 1.501724 1.033225 3.545717 0.0 0.0 0.0
H 0.986030 -1.276715 5.576518 0.0 0.0 -0.1
H 2.512707 -0.997154 4.700733 -0.1 0.0 0.0
H 1.712054 -2.569567 4.584732 0.0 0.1 0.0
```
Positions in Å, forces in eV/Å.

---

Record 5
Density functional theory data (ωB97M-V with the def2-TZVPD basis set) for a structure of composition C26H54IrO2P4 at a distorted geometry.

The calculation puts the LUMO energy (alpha / beta) at -11.5 / -13.8 eV. Its HOMO-LUMO gap (alpha / beta) is 0.19371 / 0.10806 Ha. Its charge is +4. The calculation puts the energy relative to the best compared isomer or geometry (same formula, charge and spin) at 0.00 kcal/mol. The spin multiplicity is 6.

Geometry as XYZ:
```
87
Properties=species:S:1:pos:R:3:forces:R:3
P 3.479023 0.402853 -0.856293 -0.9 -1.4 0.9
C 4.044264 0.204277 0.847486 0.2 0.4 0.2
H 5.102720 -0.129958 0.871382 -0.5 0.2 0.0
H 3.390167 -0.541322 1.349690 0.4 0.4 -0.6
H 3.943618 1.170102 1.382680 0.2 -0.5 -0.2
C 3.397122 -1.190063 -1.680745 -0.1 -0.3 -0.4
H 3.523096 -1.037786 -2.758072 0.0 -0.1 0.1
H 2.428715 -1.665750 -1.507889 0.1 0.0 0.1
H 4.197610 -1.856246 -1.332489 -0.1 0.2 0.0
C 4.406706 1.472125 -1.937514 -0.1 0.7 0.2
H 5.317239 0.936280 -2.240672 -0.2 0.0 0.1
H 4.683386 2.409132 -1.442202 0.0 -0.1 -0.1
H 3.799658 1.689250 -2.824490 0.2 -0.1 0.1
P -1.084378 4.852370 -1.952845 -0.8 3.2 -0.1
C -0.939402 5.504439 -0.281327 0.3 -1.4 0.5
H -0.962154 6.592968 -0.347023 0.0 0.1 -0.1
H 0.013321 5.151730 0.134714 -0.3 0.3 0.2
H -1.778990 5.136064 0.320010 0.3 0.2 0.0
C 0.090759 5.856983 -2.910369 0.5 -1.4 -0.3
H -0.018882 5.616008 -3.977212 0.2 0.3 0.3
H 1.109511 5.639346 -2.559720 -0.2 0.3 -0.3
H -0.169441 6.901107 -2.724164 -0.1 0.0 0.0
C -2.705269 5.494389 -2.488594 -0.3 -1.5 -0.2
H -2.683054 6.586011 -2.410684 0.2 0.0 0.0
H -3.469196 5.091104 -1.808682 0.0 0.2 -0.3
H -2.914599 5.180788 -3.523394 -0.1 0.3 0.4
P -2.646102 -3.110280 -0.039733 0.1 0.1 -0.4
C -4.005424 -3.672963 1.102477 0.2 0.1 -0.1
H -4.816071 -4.254087 0.648160 0.2 0.2 0.0
H -4.427901 -2.770008 1.575390 0.1 -0.3 -0.3
H -3.560839 -4.263247 1.920539 -0.1 0.1 -0.4
C -3.455084 -2.032507 -1.313441 -0.4 0.3 0.2
H -4.412768 -2.416539 -1.708153 0.4 0.1 0.2
H -2.748965 -1.942170 -2.157881 -0.2 0.0 0.3
H -3.614612 -1.032333 -0.884584 -0.1 -0.2 -0.2
C -2.194375 -4.447212 -1.243849 0.2 -0.2 0.3
H -3.028501 -5.057649 -1.614179 0.2 0.2 0.2
H -1.417478 -5.094960 -0.815593 -0.3 0.0 -0.1
H -1.730351 -3.925928 -2.098452 -0.2 -0.2 0.3
Ir -0.737822 0.124484 -3.542495 -0.9 -1.1 6.2
C 1.743058 0.889623 -0.616091 2.1 1.2 -1.3
O 0.625679 0.883131 -0.295906 -0.4 -0.7 0.8
C -1.366752 1.064344 -2.049049 -2.0 2.0 4.4
O -1.771542 1.663888 -1.135748 1.0 -1.5 -2.9
C -2.018396 0.478980 -5.217112 -1.9 0.6 -1.1
C -1.432412 -0.770864 -5.320275 -0.8 -2.0 -1.5
C -0.059801 -0.925713 -5.167809 1.5 -1.8 -2.0
C 0.755881 0.196522 -4.983286 1.7 -0.3 -1.4
C 0.163556 1.453214 -4.879130 1.3 2.0 -0.9
C -1.224679 1.596354 -4.964358 -0.4 1.7 -1.1
H -3.097996 0.563888 -5.270996 0.1 0.0 0.1
H -2.046999 -1.659408 -5.420063 -0.1 0.1 0.0
H 0.381998 -1.911090 -5.174701 0.0 -0.1 -0.1
H 1.825742 0.081096 -4.873695 0.0 0.0 0.0
H 0.788745 2.308506 -4.656153 -0.1 0.0 -0.1
H -1.679976 2.546985 -4.723320 -0.1 0.0 -0.3
C 1.349111 -3.389572 1.628032 0.1 -0.1 -0.1
C 0.326581 -2.735308 2.571677 0.0 0.0 -1.1
C 0.264042 -3.479982 3.902223 0.1 0.1 0.6
P 0.692533 -0.893675 2.655192 -1.6 -1.3 2.8
C -0.938176 -0.029419 2.923095 0.1 0.5 -1.1
C -1.896420 -0.712873 3.896765 -0.1 -0.6 0.5
C -0.749988 1.458620 3.245828 0.2 0.0 0.0
C 1.751830 -0.525130 4.139368 0.8 0.7 -1.0
C 1.094966 -0.705887 5.506691 -0.5 -0.2 0.3
C 3.101592 -1.253935 4.058511 0.0 0.0 0.2
H 2.369400 -3.342505 2.034713 -0.2 -0.1 -0.1
H 1.349356 -2.909904 0.641628 -0.1 -0.1 0.1
H 1.098816 -4.448591 1.479329 0.1 0.3 0.1
H -0.668892 -2.792307 2.084992 0.4 0.3 0.1
H 1.233566 -3.487996 4.418255 -0.3 -0.1 -0.1
H -0.499800 -3.083309 4.580253 0.2 -0.1 -0.2
H -0.004099 -4.529050 3.705247 0.1 0.3 -0.1
H -1.382852 -0.098354 1.913481 0.0 0.0 0.3
H -1.481811 -0.812909 4.907615 -0.2 0.0 -0.3
H -2.806455 -0.102291 3.984560 0.3 -0.1 -0.1
H -2.212466 -1.706487 3.556738 0.1 0.2 0.0
H -1.738037 1.927911 3.354652 0.3 -0.1 0.0
H -0.227545 1.960307 2.423271 0.0 0.1 0.2
H -0.181564 1.621228 4.173297 -0.3 0.0 -0.3
H 1.936796 0.557496 3.996716 0.1 -0.3 0.2
H 0.764477 -1.737874 5.671157 0.1 0.4 0.0
H 1.855482 -0.485117 6.267714 -0.1 0.0 -0.2
H 0.256429 -0.021025 5.675683 0.3 -0.2 0.0
H 3.650670 -1.009446 3.142004 -0.1 -0.2 0.3
H 3.713996 -0.918878 4.904893 -0.1 -0.2 -0.2
H 2.987116 -2.344017 4.134339 0.1 0.4 0.0
```
Positions in Å, forces in eV/Å.